Computed, not measured: a molecular structure, C33H79BN3NaO5, with wB97M-V/def2-TZVPD.

## Properties
Total charge: +1
Largest force on an atom (eV/A): 4.602
E_HOMO (spin up / spin down) (Eh): -0.3940 / -0.3940
Gap between HOMO and LUMO (spin up / spin down) (eV): 8.30 / 3.47
Spin multiplicity: 2
E (eV): -55292.371

The geometry in XYZ format:
```
122
Properties=species:S:1:pos:R:3:forces:R:3:mulliken_charge:R:1
Na -1.4125 -1.5500 1.3330 0.31 -0.53 -0.44 0.67
B -0.4047 -0.5841 -0.8323 0.25 0.08 -0.17 3.25
H -0.1220 -0.4252 -1.8614 1.00 0.78 -3.54 -0.96
H -0.1416 0.2398 -0.1872 0.94 3.79 2.44 -1.28
H -1.4671 -0.7603 -0.7660 -4.33 -0.87 0.30 -0.59
H 0.1956 -1.3917 -0.4430 2.09 -3.57 1.49 -0.58
C 2.5284 0.1317 3.1527 -0.58 0.16 0.03 -1.01
C 1.5008 -0.7266 2.4008 0.90 -0.08 0.39 -0.02
N 0.3122 -1.1178 3.2197 1.00 -1.07 -1.11 1.10
C -0.3353 0.0022 3.8711 -0.67 0.48 0.27 -1.14
C -0.9061 1.0448 2.8988 0.17 -0.14 -0.35 0.29
C 0.6812 -2.2813 4.1150 -0.87 0.91 0.42 -0.44
C -0.5055 -2.7423 4.9715 0.18 -0.23 -0.52 -1.47
H 3.4140 0.3596 2.5595 -0.06 -0.16 -0.19 0.35
H 2.8615 -0.3078 4.0929 -0.07 0.03 0.00 0.36
H 1.9967 1.0622 3.3512 0.32 0.36 0.38 -0.09
H 1.2603 -0.1923 1.4816 -0.64 -0.04 0.06 -0.69
H 2.0362 -1.6120 2.0580 -0.37 -0.33 0.10 0.55
H -1.2103 -0.3821 4.3953 0.21 -0.07 0.35 0.55
H 0.3249 0.4903 4.5880 0.01 0.09 0.35 0.41
H -1.5597 0.5453 2.1837 0.10 0.20 -0.29 -0.02
H -1.5420 1.8255 3.3163 0.04 -0.26 0.67 0.63
H -0.1378 1.5944 2.3549 0.09 -0.34 -0.26 -0.91
H 1.4667 -2.0430 4.8321 0.37 0.40 -0.10 0.33
H 1.0774 -3.0975 3.5108 -0.25 0.19 -0.27 0.34
H -0.6871 -2.1056 5.8374 0.05 -0.01 -0.08 0.37
H -0.3075 -3.7554 5.3216 -0.01 0.04 0.14 0.44
H -1.4136 -2.7892 4.3704 -0.13 0.00 0.02 0.20
C -3.3843 -4.4843 2.7066 1.16 -0.30 0.98 -1.22
C -3.0786 -4.7969 1.2680 -0.85 2.08 -0.43 -0.54
N -1.8433 -4.1275 0.7584 -0.12 -1.52 0.57 0.61
C -1.7459 -4.4656 -0.6906 0.54 1.26 -0.56 -0.45
C -2.7820 -3.8409 -1.6208 -0.36 -0.56 0.36 -1.36
C -0.6757 -4.7633 1.4961 -0.22 1.60 -1.09 -0.58
C 0.6627 -4.1980 1.0111 0.17 -0.91 -0.27 -1.38
H -3.1088 -3.4788 3.0244 -0.03 0.37 -0.43 0.06
H -2.6963 -5.1091 3.2762 -0.56 -0.20 0.71 0.35
H -4.4286 -4.6023 2.9956 0.16 -0.45 -0.11 0.43
H -3.1079 -5.8738 1.1023 0.18 -0.12 -0.22 0.37
H -3.9042 -4.3067 0.7521 0.00 -0.46 -0.66 0.37
H -0.8469 -3.9932 -1.0865 0.48 -0.47 0.38 0.21
H -1.7302 -5.5391 -0.8786 0.22 -0.25 0.26 0.33
H -2.5123 -4.0681 -2.6522 0.22 -0.03 0.00 0.42
H -3.7503 -4.3203 -1.4769 -0.29 0.52 0.03 0.48
H -2.7808 -2.7553 -1.5223 -0.34 0.01 0.14 0.03
H -0.7177 -5.8415 1.3420 0.15 -0.21 0.08 0.53
H -0.7391 -4.5457 2.5623 -0.41 -0.06 0.00 0.25
H 0.8782 -4.5549 0.0041 0.14 -0.13 0.07 0.55
H 1.4192 -4.6054 1.6818 0.28 0.11 -0.11 0.55
H 0.7883 -3.1176 0.9395 -0.47 0.07 0.36 -0.06
C 4.6179 5.6977 0.6709 -0.77 0.50 -0.24 -1.36
C 3.9807 4.6555 1.5820 1.44 1.11 0.30 -0.19
N 2.5266 4.7915 1.7494 2.02 -3.58 0.20 0.54
C 2.1252 4.1420 3.0095 -0.61 1.21 0.28 -0.68
C 0.6554 4.3047 3.2963 0.55 -1.18 -0.02 -0.34
C 1.7665 4.4732 0.5586 -1.12 1.26 -0.41 -1.18
C 1.7182 2.9861 0.1839 0.71 -0.10 -0.08 1.24
H 5.7060 5.7173 0.7307 -0.16 -0.29 0.06 0.42
H 4.2519 6.6842 0.9556 0.15 0.11 0.02 0.34
H 4.3037 5.5376 -0.3605 0.27 0.00 -0.07 0.36
H 4.2919 3.6757 1.2196 -0.84 -0.46 -0.34 0.15
H 4.4753 4.6668 2.5532 -0.40 0.38 0.23 0.58
H 2.6954 4.5289 3.8541 0.23 0.63 -0.29 0.56
H 2.4561 3.1037 3.0331 -0.02 -0.36 -0.76 0.44
H 0.0653 3.6689 2.6363 -0.11 0.46 -0.19 -0.45
H 0.4052 5.3646 3.2511 -0.42 -0.27 0.40 0.34
H 0.5668 3.7962 4.2563 -0.57 0.70 0.38 0.47
H 0.7518 4.8492 0.6897 -0.05 -0.06 0.18 -0.21
H 2.1719 5.0339 -0.2836 0.22 -0.03 0.14 0.56
H 2.7394 2.6593 -0.0123 0.02 -0.22 0.15 0.11
H 1.2476 2.3241 0.9109 -0.05 0.18 -0.05 -0.55
H 1.2098 2.9138 -0.7775 -0.26 0.04 0.18 -0.30
C -5.1608 -0.5044 -2.4882 -0.30 -1.16 -0.79 -1.17
C -4.1825 -0.5141 -3.6841 0.49 0.56 -0.16 0.50
O -4.2108 -1.1609 -4.7140 -1.20 -0.14 1.10 -0.57
C -2.9742 0.3448 -3.4921 0.76 0.30 0.24 -0.22
H -4.6478 -0.9037 -1.6132 0.31 0.24 0.06 0.17
H -5.9842 -1.2005 -2.6484 -0.07 0.08 -0.27 0.38
H -5.5887 0.4653 -2.2338 0.34 0.14 -0.23 0.38
H -2.3324 0.2608 -4.3690 -0.27 0.14 -0.02 0.29
H -2.3975 -0.0345 -2.6486 0.04 -0.09 0.20 -0.46
H -3.1440 1.3947 -3.2532 -0.38 0.03 -0.11 0.62
C 2.3950 1.4306 -3.2559 0.24 -0.23 -0.48 -0.10
C 1.2856 2.2932 -3.8228 0.61 1.12 -0.58 0.27
O 1.5632 3.2093 -4.5770 -0.11 -0.42 0.34 -0.63
C -0.1147 2.0557 -3.3756 0.04 -0.32 0.55 0.85
H 2.6451 1.7186 -2.2348 -0.35 -0.04 -0.02 -0.37
H 3.3054 1.5605 -3.8409 -0.10 0.24 -0.12 0.48
H 2.1654 0.3656 -3.2882 -0.29 -0.02 0.30 0.19
H -0.4584 1.1057 -3.7849 -0.11 0.14 -0.05 -0.70
H -0.7946 2.8797 -3.5920 0.20 -0.12 -0.32 0.45
H -0.0903 1.8727 -2.3013 -0.16 -0.11 0.14 -0.64
C -1.7929 -2.8480 -5.9627 1.13 -0.29 -0.03 -1.05
C -0.6171 -2.9711 -4.9910 -1.19 0.36 -0.38 0.11
O 0.0152 -3.9862 -4.8636 0.27 -0.50 -0.07 -0.61
C -0.3602 -1.7875 -4.1413 0.52 0.32 0.66 0.55
H -2.6850 -3.2675 -5.4976 -0.02 0.02 -0.15 0.20
H -1.4668 -3.4342 -6.8219 -0.50 -0.09 -0.14 0.41
H -1.9710 -1.8142 -6.2586 -0.14 -0.12 0.12 0.32
H -1.1333 -1.7048 -3.3774 -0.10 -0.14 -0.01 -0.29
H -0.3897 -0.8443 -4.6868 0.16 -0.11 -0.14 0.41
H 0.5828 -1.9342 -3.6147 0.01 0.22 -0.03 -0.06
C 4.2256 0.1355 -0.8247 -0.05 -0.39 0.44 0.01
C 4.3075 -1.3678 -0.5520 1.65 -0.36 1.60 0.47
O 5.0138 -1.7838 0.3683 -1.09 0.65 -1.13 -0.63
C 3.5245 -2.3029 -1.4220 -0.48 0.35 0.32 -0.56
H 4.5515 0.3871 -1.8340 -0.24 -0.07 -0.05 0.55
H 4.8226 0.7045 -0.1120 0.25 -0.30 0.04 0.28
H 3.1883 0.4256 -0.6574 -0.17 0.01 -0.36 -0.62
H 4.0978 -2.5012 -2.3277 -0.18 0.00 -0.13 0.44
H 2.5718 -1.8189 -1.6368 -0.08 -0.05 -0.48 -0.27
H 3.2935 -3.2338 -0.9041 0.35 0.02 -0.01 0.29
C -1.9178 5.1540 0.7970 -0.68 0.48 0.34 -0.55
C -2.7946 4.0039 0.3868 -0.68 -0.94 -0.14 0.61
O -3.7667 3.6292 1.0219 1.03 0.66 -0.12 -0.60
C -2.4205 3.2897 -0.8792 -0.40 -0.05 -0.36 -0.43
H -2.5920 5.9446 1.1264 0.12 0.09 0.25 0.47
H -1.3215 5.5661 -0.0171 0.13 -0.27 0.07 0.34
H -1.3223 4.8372 1.6532 0.04 0.18 -0.10 -0.42
H -1.8797 3.9282 -1.5777 0.01 -0.08 0.01 0.36
H -3.3539 2.9461 -1.3250 0.08 -0.03 -0.15 0.30
H -1.8361 2.3920 -0.6771 0.21 -0.05 0.15 -0.18
```
Positions in Å, forces in eV/Å.

=====

Computed, not measured: 6 unconnected molecules or ions with the total composition C33H80FN5Si, with wB97M-V/def2-TZVPD.

## Properties
Total charge: 0
Largest force on an atom (eV/A): 2.538
E_HOMO (Eh): -0.2987
Gap between HOMO and LUMO (eV): 8.83
E (eV): -53561.739

The geometry in XYZ format:
```
120
Properties=species:S:1:pos:R:3:forces:R:3:mulliken_charge:R:1
C -5.2695 3.0246 5.5022 -1.39 -0.68 -0.89 -0.13
C -6.3307 3.6114 5.3095 -0.18 0.04 -0.46 -0.27
C -7.7380 4.2495 4.9740 1.78 -1.02 0.87 -0.57
Si -9.0169 2.8431 5.3469 1.67 0.16 1.63 0.59
F -8.4707 2.0735 6.7565 -0.97 0.94 -2.15 -0.33
H -4.5225 2.1844 5.4617 -0.97 1.77 0.38 0.31
H -7.7665 4.5306 3.8791 0.06 -0.06 1.33 0.27
H -7.9278 5.1142 5.6773 0.24 -0.80 -1.04 0.31
H -9.0926 1.9480 4.1824 0.03 -0.24 0.22 -0.08
H -10.3029 3.4720 5.6460 -0.24 -0.11 0.08 -0.11
C -1.4806 0.4180 1.8127 0.05 0.02 -0.05 -0.95
C -2.8396 1.0893 1.6590 0.22 0.00 -0.03 -0.47
N -2.7680 2.5415 1.5685 -0.12 0.29 0.16 0.23
C -4.0697 3.1895 1.6930 -0.09 -0.03 0.24 -0.22
C -5.1048 2.9216 0.5992 -0.17 0.14 -0.10 -1.06
C -1.9016 3.0792 0.5264 0.31 -0.18 0.05 0.52
C -2.1918 2.6778 -0.9207 0.05 0.13 -0.23 -1.21
H -0.9399 0.8145 2.6755 -0.02 0.05 -0.08 0.35
H -1.6137 -0.6561 1.9661 -0.02 0.06 -0.03 0.39
H -0.8599 0.5438 0.9226 0.01 0.00 0.06 -0.10
H -3.4307 0.8209 2.5409 -0.12 0.23 -0.08 0.52
H -3.3504 0.6504 0.7928 -0.08 -0.14 -0.06 0.23
H -3.9274 4.2725 1.7840 0.18 -0.09 -0.07 0.27
H -4.5068 2.8866 2.6513 0.13 -0.09 -0.04 0.06
H -4.8759 3.4653 -0.3179 0.00 -0.10 -0.01 0.24
H -6.0878 3.2668 0.9336 0.05 -0.02 0.01 0.43
H -5.1981 1.8599 0.3643 0.04 0.03 0.00 0.25
H -0.8700 2.7909 0.7577 -0.08 -0.09 0.06 0.25
H -1.8923 4.1724 0.5938 -0.22 -0.08 0.15 -0.87
H -2.4072 1.6125 -1.0261 0.00 0.02 0.05 0.28
H -1.3182 2.8945 -1.5427 -0.02 -0.01 0.03 0.42
H -3.0244 3.2443 -1.3386 -0.02 -0.12 0.00 0.38
C 2.0710 0.4536 -0.5314 -0.06 0.04 0.02 -0.91
C 3.3832 1.1865 -0.7794 -0.20 -0.02 0.01 -0.53
N 3.2709 2.2742 -1.7411 0.15 0.10 -0.31 0.13
C 4.5632 2.7937 -2.1752 0.10 -0.14 -0.14 -0.66
C 5.4444 3.4768 -1.1282 0.17 0.18 -0.02 -0.97
C 2.2576 3.2814 -1.4529 -0.31 -0.15 0.02 -0.59
C 2.3523 4.0301 -0.1229 -0.07 0.25 0.08 -0.72
H 1.6458 0.0774 -1.4653 0.01 0.09 0.02 0.37
H 2.2448 -0.4017 0.1259 0.03 0.09 -0.01 0.34
H 1.3318 1.0929 -0.0428 0.00 -0.04 -0.03 -0.06
H 4.0950 0.4488 -1.1642 0.09 0.23 -0.10 0.53
H 3.7783 1.5313 0.1841 0.06 -0.05 0.14 0.28
H 4.4113 3.4853 -3.0116 -0.18 -0.03 0.11 0.35
H 5.1334 1.9612 -2.6040 -0.14 -0.07 0.10 0.43
H 5.0805 4.4742 -0.8805 -0.01 -0.07 0.08 0.23
H 6.4562 3.5997 -1.5256 -0.06 -0.02 0.01 0.40
H 5.5271 2.8945 -0.2089 -0.04 0.02 -0.03 0.27
H 1.2748 2.7996 -1.5006 0.10 -0.10 0.04 0.08
H 2.2334 4.0130 -2.2678 0.22 -0.13 -0.02 0.36
H 2.5743 3.3692 0.7174 0.01 -0.01 -0.05 0.27
H 1.3958 4.5163 0.0916 0.02 -0.03 -0.01 0.08
H 3.1061 4.8172 -0.1553 0.03 -0.08 0.10 0.31
C 0.0635 -6.7346 0.6468 0.04 -0.02 -0.05 -1.09
C -0.4103 -5.3072 0.4015 0.13 -0.16 0.00 -0.40
N 0.6738 -4.3431 0.2751 0.12 0.29 0.17 0.14
C 0.2177 -2.9578 0.3116 -0.08 0.03 0.22 -0.46
C -0.6795 -2.4771 -0.8278 -0.05 0.26 -0.13 -0.56
C 1.6838 -4.6398 -0.7334 0.12 -0.31 0.07 -0.60
C 1.2194 -4.7992 -2.1821 0.12 0.04 -0.23 -1.04
H 0.7093 -6.7908 1.5263 0.02 0.05 -0.08 0.34
H -0.7976 -7.3847 0.8218 0.03 0.06 -0.03 0.49
H 0.6051 -7.1379 -0.2112 0.00 0.01 0.06 -0.10
H -1.0326 -5.0255 1.2573 0.08 0.24 -0.10 0.43
H -1.0653 -5.3028 -0.4786 -0.15 -0.05 -0.06 0.26
H 1.0846 -2.2921 0.3801 0.05 -0.21 -0.07 0.01
H -0.3230 -2.8052 1.2534 0.01 -0.19 -0.02 0.42
H -0.1143 -2.3107 -1.7452 -0.07 -0.07 -0.01 0.16
H -1.1318 -1.5180 -0.5576 0.02 -0.05 0.00 -0.01
H -1.4953 -3.1709 -1.0381 0.05 -0.01 0.00 0.37
H 2.1995 -5.5604 -0.4395 -0.14 0.00 0.06 0.35
H 2.4667 -3.8747 -0.6964 -0.21 0.10 0.13 0.30
H 0.3123 -5.4007 -2.2687 0.01 0.03 0.04 0.23
H 1.9981 -5.3025 -2.7626 -0.03 0.01 0.03 0.40
H 1.0444 -3.8348 -2.6594 -0.11 -0.08 0.00 0.32
C -1.2120 10.9928 -0.1758 -0.03 -0.02 0.07 -1.45
C -0.9222 9.6623 -0.8610 -0.03 0.14 0.16 -0.29
N -0.1240 8.7478 -0.0558 0.31 -0.17 -0.03 0.18
C 0.3726 7.6026 -0.8102 0.16 0.06 -0.14 -0.83
C -0.6567 6.6153 -1.3632 0.04 -0.25 -0.07 -0.31
C -0.6407 8.4407 1.2724 -0.05 0.29 0.17 -0.83
C -2.0374 7.8239 1.3687 -0.12 -0.16 0.17 -0.28
H -0.2878 11.4868 0.1331 -0.03 -0.09 0.03 0.33
H -1.7325 11.6587 -0.8686 0.02 -0.07 0.02 0.44
H -1.8531 10.8710 0.6999 0.05 0.03 -0.02 0.30
H -0.3732 9.8900 -1.7806 0.07 -0.26 0.05 0.43
H -1.8747 9.2117 -1.1664 -0.13 0.01 -0.10 0.25
H 1.0938 7.0508 -0.1965 -0.12 0.12 0.12 0.34
H 0.9608 7.9835 -1.6536 -0.10 0.14 0.06 0.34
H -1.0658 5.9755 -0.5807 -0.07 0.06 -0.04 -0.40
H -0.1759 5.9549 -2.0915 -0.01 0.04 0.03 0.41
H -1.4807 7.1151 -1.8753 0.02 0.00 0.05 0.42
H -0.6361 9.3633 1.8622 -0.01 0.02 -0.15 0.36
H 0.0687 7.7897 1.7942 0.06 -0.01 -0.26 0.32
H -2.7589 8.3131 0.7113 0.05 0.00 -0.01 0.25
H -2.4116 7.9239 2.3914 0.02 0.00 -0.04 0.42
H -2.0255 6.7576 1.1404 -0.08 0.05 -0.07 -0.33
C 5.1194 -12.0463 -0.7617 0.04 0.03 -0.06 -1.42
C 3.7524 -11.3895 -0.9157 0.21 -0.02 -0.02 -0.34
N 3.8050 -9.9367 -1.0076 -0.13 0.29 0.18 0.16
C 2.4957 -9.3058 -0.8822 -0.07 -0.04 0.20 -0.44
C 1.4624 -9.5879 -1.9743 -0.20 0.15 -0.09 -1.09
C 4.6626 -9.3887 -2.0511 0.31 -0.13 0.04 -0.64
C 4.3744 -9.7957 -3.4972 0.03 0.13 -0.23 -0.98
H 5.6557 -11.6432 0.1004 -0.03 0.05 -0.08 0.33
H 4.9968 -13.1213 -0.6075 -0.03 0.07 -0.03 0.44
H 5.7389 -11.9153 -1.6516 0.00 0.00 0.06 0.29
H 3.1656 -11.6638 -0.0329 -0.12 0.23 -0.08 0.43
H 3.2462 -11.8349 -1.7810 -0.07 -0.14 -0.06 0.27
H 2.6246 -8.2210 -0.7927 0.19 -0.09 -0.08 0.15
H 2.0637 -9.6137 0.0774 0.13 -0.10 -0.03 0.33
H 1.6833 -9.0422 -2.8921 0.01 -0.10 -0.01 0.19
H 0.4755 -9.2549 -1.6391 0.05 -0.03 0.00 0.45
H 1.3823 -10.6508 -2.2080 0.04 0.03 0.00 0.34
H 5.6975 -9.6631 -1.8216 -0.10 -0.10 0.06 0.38
H 4.6579 -8.2954 -1.9851 -0.21 -0.09 0.14 0.31
H 4.1725 -10.8636 -3.6007 -0.01 0.03 0.04 0.24
H 5.2433 -9.5686 -4.1212 -0.03 -0.02 0.04 0.38
H 3.5336 -9.2407 -3.9139 -0.02 -0.13 0.00 0.27
```
Positions in Å, forces in eV/Å.